(1)
{
  "formula": "C5H8N",
  "method": "ωB97M-V/def2-TZVPD",
  "total_charge": 1,
  "relative_energy_kj_mol": 499.78,
  "homo_lumo_gap_ev": 8.1893,
  "energy_ha": -249.6348,
  "lumo_energy_ha": -0.2990,
  "fmax_ha_per_bohr": 0.1092,
  "molar_mass_g_mol": 82.13,
  "species": ["C", "C", "C", "C", "C", "N", "H", "H", "H", "H", "H", "H", "H", "H"],
  "positions_angstrom": [[2.246, 0.132, -0.379], [0.985, -0.342, -0.118], [0.342, -1.581, 0.195], [-1.576, 0.734, 0.092], [-0.112, 1.050, -0.147], [3.320, 0.503, -0.654], [-0.641, -1.673, -0.201], [0.507, -1.670, 1.259], [0.761, -2.468, -0.005], [-1.943, 0.344, 1.126], [-2.053, -0.112, -0.459], [-2.237, 1.686, -0.039], [0.169, 1.839, 0.498], [0.233, 1.557, -1.167]]
}



(2)
{
  "formula": "C21H20IrN5O3S3Si",
  "method": "ωB97M-V/def2-TZVPD",
  "total_charge": 0,
  "relative_energy_kj_mol": 0.00,
  "homo_lumo_gap_ev": 5.1884,
  "energy_ha": -2900.2003,
  "lumo_energy_ha": -0.0608,
  "fmax_ha_per_bohr": 0.0658,
  "molar_mass_g_mol": 706.93,
  "species": ["Ir", "S", "N", "C", "C", "C", "C", "C", "N", "C", "C", "N", "C", "C", "C", "C", "C", "N", "H", "H", "H", "H", "H", "H", "O", "S", "O", "O", "S", "C", "Si", "C", "C", "N", "C", "C", "C", "C", "C", "C", "H", "H", "H", "H", "H", "H", "H", "H", "H", "H", "H", "H", "H", "H"],
  "positions_angstrom": [[-1.419, -0.343, 0.428], [4.269, 2.709, 4.463], [2.983, 3.413, 3.783], [2.273, 2.456, 3.221], [1.045, 2.637, 2.485], [0.403, 3.865, 2.332], [-0.783, 3.918, 1.632], [-1.275, 2.754, 1.051], [-0.649, 1.596, 1.159], [0.466, 1.496, 1.907], [1.014, 0.177, 2.130], [0.337, -0.866, 1.627], [0.739, -2.099, 1.881], [1.865, -2.375, 2.651], [2.604, -1.321, 3.146], [2.178, -0.018, 2.885], [2.844, 1.156, 3.394], [3.972, 1.169, 4.075], [0.840, 4.748, 2.778], [-1.325, 4.845, 1.515], [-2.196, 2.752, 0.483], [0.131, -2.893, 1.466], [2.141, -3.399, 2.856], [3.492, -1.471, 3.744], [-2.669, -2.097, 1.418], [-3.407, -0.904, 1.911], [-4.621, -1.173, 2.612], [-2.429, -0.015, 2.568], [-3.729, 0.151, 0.128], [1.986, 0.206, -0.827], [0.550, 0.371, -2.063], [-0.110, 2.141, -2.122], [1.396, 0.135, -3.742], [-0.744, -0.687, -1.526], [-1.373, -1.665, -2.280], [-2.246, -2.614, -1.711], [-2.852, -3.599, -2.467], [-2.610, -3.704, -3.829], [-1.756, -2.784, -4.416], [-1.158, -1.785, -3.669], [2.942, 0.275, -1.351], [1.961, -0.747, -0.298], [1.972, 1.010, -0.085], [0.719, 2.853, -2.178], [-0.695, 2.366, -1.235], [-0.749, 2.297, -2.992], [2.235, 0.836, -3.769], [0.753, 0.374, -4.591], [1.801, -0.869, -3.884], [-2.438, -2.595, -0.652], [-3.521, -4.296, -1.978], [-3.074, -4.485, -4.417], [-1.558, -2.837, -5.480], [-0.527, -1.069, -4.170]]
}



(3)
{
  "formula": "C22H45N2P3SSeTm",
  "method": "ωB97M-V/def2-TZVPD",
  "total_charge": 3,
  "multiplicity": 3,
  "relative_energy_kj_mol": 0.00,
  "homo_lumo_gap_ev": [6.3240, 6.3176],
  "energy_ha": -5882.6997,
  "lumo_energy_ha": [-0.3531, -0.3532],
  "fmax_ha_per_bohr": 0.1028,
  "molar_mass_g_mol": 710.50,
  "species": ["Tm", "P", "P", "P", "H", "C", "C", "H", "C", "C", "C", "C", "C", "C", "C", "C", "C", "H", "H", "H", "H", "H", "H", "H", "H", "H", "H", "H", "H", "H", "H", "H", "H", "H", "H", "H", "H", "H", "H", "H", "H", "H", "H", "H", "H", "H", "C", "C", "C", "C", "C", "C", "S", "H", "H", "H", "H", "H", "H", "C", "N", "C", "C", "N", "C", "C", "Se", "H", "H", "H", "H", "H", "H", "H", "H"],
  "positions_angstrom": [[-1.559, 1.804, -0.224], [-2.495, -1.219, -0.512], [0.462, 0.060, 1.189], [2.556, 0.287, -4.185], [-3.966, 2.985, -1.525], [-2.962, 2.774, -1.929], [-2.553, 1.490, -2.170], [-2.955, 0.727, -1.449], [-3.949, -1.629, 0.505], [-1.505, -2.750, -0.448], [-3.251, -1.439, -2.192], [1.642, 1.144, 2.100], [0.007, -1.062, 2.596], [1.579, -1.037, 0.252], [3.527, -0.192, -5.633], [1.375, -1.012, -3.782], [3.669, 0.551, -2.782], [-2.550, 3.564, -2.588], [-2.168, 1.076, -3.121], [-4.784, -0.971, 0.228], [-3.702, -1.531, 1.569], [-4.197, -2.670, 0.270], [-1.094, -2.895, 0.563], [-0.717, -2.691, -1.218], [-2.223, -3.546, -0.701], [-3.799, -0.540, -2.511], [-3.936, -2.289, -2.149], [-2.447, -1.614, -2.913], [2.302, 0.554, 2.753], [1.073, 1.861, 2.710], [2.233, 1.708, 1.368], [0.908, -1.511, 3.047], [-0.647, -1.872, 2.252], [-0.523, -0.494, 3.371], [2.299, -1.540, 0.903], [2.119, -0.436, -0.477], [0.997, -1.795, -0.275], [4.469, -0.669, -5.325], [3.764, 0.698, -6.228], [2.945, -0.896, -6.244], [1.754, -1.967, -4.149], [0.449, -0.777, -4.310], [1.177, -1.033, -2.710], [4.627, 0.951, -3.142], [3.833, -0.374, -2.217], [3.230, 1.296, -2.104], [0.186, 3.525, -1.240], [1.546, 3.759, -0.959], [1.866, 4.679, 0.018], [0.899, 5.345, 0.787], [-0.452, 5.104, 0.584], [-0.831, 4.237, -0.453], [0.027, 2.434, -2.594], [1.763, 1.482, -4.063], [2.298, 3.296, -1.606], [2.920, 4.868, 0.164], [1.225, 6.111, 1.478], [-1.227, 5.600, 1.168], [-1.908, 4.277, -0.745], [-4.682, 1.159, 2.982], [-3.606, 0.809, 3.890], [-3.709, -0.059, 4.970], [-2.528, 0.005, 5.639], [-1.721, 0.918, 4.963], [-0.407, 1.368, 5.411], [-2.354, 1.351, 3.819], [-1.779, 2.575, 2.506], [-5.593, 1.348, 3.571], [-4.842, 0.339, 2.273], [-4.408, 2.061, 2.413], [-4.626, -0.604, 5.126], [-2.218, -0.476, 6.553], [-0.358, 1.231, 6.494], [0.387, 0.785, 4.933], [-0.280, 2.422, 5.154]]
}



(4)
{
  "formula": "CH3N3S",
  "method": "ωB97M-V/def2-TZVPD",
  "total_charge": 0,
  "relative_energy_kj_mol": 56.43,
  "homo_lumo_gap_ev": 9.8485,
  "energy_ha": -602.2734,
  "lumo_energy_ha": 0.0100,
  "fmax_ha_per_bohr": 0.0546,
  "molar_mass_g_mol": 89.12,
  "species": ["C", "N", "N", "N", "S", "H", "H", "H"],
  "positions_angstrom": [[-1.801, 0.418, -0.321], [1.724, -1.242, 0.170], [-1.173, 1.319, 0.212], [1.492, -0.028, 0.181], [-2.891, -0.511, -0.993], [1.515, -1.702, 1.139], [-0.225, 1.429, 0.497], [1.358, 0.316, -0.885]]
}